# 1
49
Properties=species:S:1:pos:R:3:forces:R:3 method="wB97M-V/def2-TZVPD" multiplicity=2 orbital_gap_ev="3.85 / 7.44" largest_force_ev_per_a=3.99 e_lumo_ev="-0.524 / -0.576" s_squared=0.77
La 0.4717 -0.0201 -1.9114 0.0358 2.6292 -0.3473
Cl 2.6292 -2.4646 -2.4168 0.8151 -0.0118 -0.0559
C 1.0673 -3.2054 -2.5003 -1.2721 0.2807 -0.0274
C 0.0258 -2.2873 -2.5095 -0.3518 -2.1217 -0.4504
C -1.2633 -2.7966 -2.4587 0.9705 -0.0697 -0.0417
Cl -2.4767 -1.5652 -2.3646 -0.6322 0.2426 0.0644
C -1.5386 -4.1564 -2.4263 -0.1218 -0.0284 0.0261
Cl -3.1466 -4.7574 -2.3088 0.0253 0.1707 -0.0418
C -0.4595 -5.0448 -2.4658 0.0549 0.0195 0.0256
Cl -0.7480 -6.7341 -2.4351 -0.0305 -0.0762 -0.0192
C 0.8582 -4.5769 -2.4978 0.1995 -0.0008 0.0238
Cl 2.1771 -5.6799 -2.5074 0.0561 0.0706 0.0054
C 2.3201 -2.2661 5.0412 -0.0418 -0.0038 0.0204
C 2.4452 -0.9332 4.6855 0.0193 0.1117 0.0770
C 2.1514 -0.5089 3.4009 0.0189 0.0732 -0.1241
C 1.7407 -1.4246 2.4361 0.0307 -0.4302 0.2256
C 1.6420 -2.7704 2.8013 -0.0069 0.1495 -0.0296
C 1.9106 -3.1846 4.0894 -0.0082 -0.1662 0.0728
C 1.4375 -1.1078 1.0364 -0.1579 0.2465 -0.2924
C 1.0139 0.0269 0.4571 0.0937 0.0477 0.2613
C 0.6539 1.2593 1.1739 0.0886 0.1571 0.1777
C 1.2682 2.4786 0.8487 -0.0151 -0.3991 -0.1087
C 0.8998 3.6475 1.4840 -0.0838 0.2345 0.1216
C -0.1111 3.6430 2.4343 0.1290 0.0537 -0.0352
C -0.7562 2.4544 2.7339 -0.0716 -0.0436 0.0824
C -0.3767 1.2727 2.1228 0.0479 0.0651 -0.2146
H 2.5390 -2.5881 6.0494 0.0287 0.0064 0.0462
H 2.7773 -0.2128 5.4175 0.0294 0.0876 0.0793
H 2.2615 0.5330 3.1385 -0.0028 0.0690 0.0020
H 1.3418 -3.4942 2.0549 -0.0212 -0.0571 -0.0487
H 1.8046 -4.2285 4.3451 0.0219 -0.0900 0.0573
H 1.5669 -1.9894 0.4076 0.0340 -0.0604 -0.1855
H 2.0519 2.4954 0.0946 -0.0420 0.0074 0.0792
H 1.3909 4.5754 1.2320 0.0761 0.0773 -0.0352
H -0.3850 4.5576 2.9406 -0.0673 0.0479 -0.0318
H -1.5615 2.4505 3.4536 -0.0607 -0.0303 0.0950
H -0.8797 0.3463 2.3642 -0.0157 -0.0661 0.0404
O 0.1906 2.1652 -3.0641 2.9914 -2.5617 0.6217
N -0.9870 2.6943 -3.0898 -1.5647 1.2233 -0.6832
C -1.6517 2.9309 -1.9331 -0.8158 -0.1521 1.8954
C -2.9320 3.4291 -1.9466 0.2372 -0.2489 -0.1301
C -3.5641 3.7014 -3.1552 -0.8791 0.3992 0.7548
C -2.8510 3.4828 -4.3305 1.1927 -0.5062 -0.6560
C -1.5723 2.9896 -4.2720 -0.9978 0.3350 -1.3363
H -1.1161 2.7040 -1.0162 0.0710 0.2231 -0.0757
H -3.4334 3.5956 -1.0075 -0.0133 0.0044 0.1562
H -4.5717 4.0807 -3.1832 -0.0900 0.0631 0.0398
H -3.2886 3.6854 -5.2955 0.0548 0.0225 -0.1019
H -0.9687 2.7960 -5.1456 0.0417 0.0061 0.0210

# 2
59
Properties=species:S:1:pos:R:3:forces:R:3 method="wB97M-V/def2-TZVPD" orbital_gap_ev=5.91 largest_force_ev_per_a=0.76 e_lumo_ev=-1.824
In 0.5491 -1.3222 0.8429 -0.2187 -0.0585 0.2009
N -2.6493 0.7086 3.1280 0.0201 0.0389 0.0542
C -1.6141 0.2891 2.3936 0.0136 0.1033 -0.2943
S -1.3187 -1.4497 2.4314 0.1281 0.1925 0.1055
N -0.9853 1.2365 1.7280 -0.1111 -0.2715 0.2777
N 0.0547 0.8269 0.9809 -0.2779 -0.4401 0.2042
C 0.6052 1.6441 0.1709 0.3641 0.4826 -0.4649
C 0.1567 3.0551 0.0249 0.1472 -0.1383 -0.2198
C -0.3285 3.4882 -1.2075 0.0219 -0.0048 0.0538
C -0.8510 4.7660 -1.3435 0.0014 0.0279 -0.0177
C -0.8547 5.6264 -0.2537 -0.0006 -0.0434 -0.0669
C -0.3441 5.2069 0.9682 0.0326 -0.0422 0.0385
C 0.1505 3.9198 1.1139 0.0394 0.0441 0.1480
C 1.7168 1.0794 -0.6575 -0.1538 -0.0196 0.0861
C 2.5527 1.8949 -1.3966 0.1273 0.1768 -0.1841
C 3.5685 1.3213 -2.1471 0.0270 0.2022 -0.0433
C 3.7410 -0.0515 -2.1365 0.1056 -0.0328 -0.0616
C 2.8872 -0.8056 -1.3601 -0.2694 0.0888 0.2371
N 1.8965 -0.2534 -0.6509 0.0385 0.0499 -0.0191
H -3.2499 0.0452 3.5725 -0.1597 -0.1104 0.0886
H -2.9436 1.6694 3.0403 0.0321 -0.0458 -0.0358
H -0.3323 2.8089 -2.0497 -0.0569 -0.0091 -0.0379
H -1.2737 5.0788 -2.2917 0.0200 -0.0630 0.1079
H -1.2682 6.6226 -0.3552 0.0181 -0.0543 0.0079
H -0.3516 5.8780 1.8191 0.0120 -0.0358 -0.0476
H 0.5199 3.5795 2.0757 -0.0568 0.0358 -0.0859
H 2.4011 2.9645 -1.3775 0.0023 0.0035 -0.0144
H 4.2295 1.9473 -2.7362 -0.0715 -0.0264 0.0622
H 4.5278 -0.5286 -2.7053 -0.0524 0.0110 0.0315
H 2.9919 -1.8812 -1.2892 -0.0139 -0.0180 0.0349
N -0.5492 -2.2346 -0.9235 0.0507 0.3366 0.2291
C -1.6196 -1.3167 -1.3074 0.1160 -0.0501 -0.0414
C -2.8798 -1.4423 -0.7561 -0.0611 -0.0350 0.1949
C -3.8447 -0.4782 -1.0419 0.0590 0.1360 -0.0657
C -3.5404 0.5811 -1.8867 0.0160 -0.1211 -0.0825
C -2.2788 0.6649 -2.4700 -0.0662 0.0738 0.1311
C -1.3083 -0.2710 -2.1647 0.2091 -0.0141 -0.1686
S -4.7550 1.8384 -2.3302 -0.2864 0.2292 -0.1737
O -4.0772 3.0884 -2.0253 0.2324 -0.0272 0.0966
O -5.9021 1.5493 -1.4926 0.0609 -0.1386 0.1281
O -4.9559 1.6118 -3.7503 0.1061 -0.1064 0.0676
H -0.9006 -3.1392 -0.6387 -0.1788 -0.1217 -0.0439
H 0.0957 -2.3776 -1.6898 -0.0074 -0.0912 -0.2072
H -3.0985 -2.2680 -0.0824 -0.0111 0.1159 -0.0967
H -4.8397 -0.5246 -0.6113 0.0920 -0.0225 -0.0678
H -2.0836 1.4851 -3.1514 0.0200 -0.0686 0.0071
H -0.3123 -0.2159 -2.6081 -0.1571 0.0357 0.0366
F 3.2100 -7.2713 2.9915 0.0612 -0.2250 0.0586
C 2.9684 -6.0007 2.6900 0.0655 -0.0299 0.0685
C 3.7020 -4.9872 3.2794 -0.0218 -0.0595 -0.0031
F 4.6520 -5.2931 4.1496 0.2358 -0.0938 0.2115
C 3.4562 -3.6666 2.9777 0.0436 0.2220 0.0001
F 4.1845 -2.7216 3.5674 0.0971 0.1004 0.0819
C 2.4687 -3.2945 2.0690 -0.1975 0.2611 -0.0983
O 2.2425 -2.0195 1.7701 0.0753 -0.3236 -0.1682
C 1.7581 -4.3462 1.5020 0.0398 0.1418 0.0201
F 0.7826 -4.0226 0.6112 -0.1186 -0.0497 -0.1149
C 1.9830 -5.6730 1.7890 -0.0897 -0.0184 -0.0706
F 1.2578 -6.6198 1.2011 -0.0933 -0.0996 -0.0750

# 3
52
Properties=species:S:1:pos:R:3:forces:R:3 method="wB97M-V/def2-TZVPD" orbital_gap_ev=5.03 largest_force_ev_per_a=0.47 charge=-2 e_lumo_ev=3.921
Au 0.5256 1.6921 0.3212 0.0368 -0.2088 0.3194
O -0.0478 3.6661 0.4804 -0.1598 0.1555 -0.1851
N -0.5574 4.1543 -0.6634 0.1185 0.0006 0.0772
C 0.2013 4.0272 -1.7774 -0.0646 0.0013 0.0441
C -0.2257 4.4735 -2.9930 0.0268 -0.0159 -0.0174
C -1.4885 5.0877 -3.0558 -0.0118 0.0022 -0.0418
C -2.2145 5.2522 -1.9146 -0.0106 0.0043 0.0398
C -1.7567 4.8239 -0.6312 -0.0328 0.0325 -0.0688
S -2.5997 5.1345 0.7884 0.0073 -0.0059 -0.0043
H 1.1512 3.5391 -1.5924 0.0050 0.0263 -0.0431
H 0.4026 4.3388 -3.8615 -0.0059 0.0012 -0.0063
H -1.8855 5.4323 -4.0039 0.0061 -0.0012 -0.0014
H -3.1856 5.7256 -1.9255 0.0065 0.0123 -0.0044
Br 0.8293 -2.6599 -5.3915 -0.0154 0.0141 -0.0052
C -0.0912 -1.8002 -3.9507 0.0394 -0.0027 -0.0435
C -0.7552 -2.5821 -3.0232 -0.0165 0.0010 0.0200
C -1.4105 -1.9507 -1.9763 0.0215 -0.0278 0.0407
C -1.3753 -0.5695 -1.8404 0.1225 0.0204 0.1231
C -0.7013 0.1869 -2.7897 0.0731 0.0481 0.1181
C -0.0589 -0.4205 -3.8583 0.0154 -0.0377 -0.0237
C -2.0505 0.0856 -0.6376 -0.1940 0.2918 -0.3183
O -3.0095 -0.5109 -0.1459 0.0906 -0.1221 0.1659
O -1.6126 1.2342 -0.2896 0.1600 -0.1660 0.1101
H -0.7440 -3.6606 -3.1073 -0.0141 0.0081 -0.0075
H -1.9425 -2.5243 -1.2281 0.0034 0.0032 -0.0059
H -0.6549 1.2614 -2.6646 -0.0183 0.0184 0.0005
H 0.4834 0.1667 -4.5869 -0.0131 -0.0034 -0.0129
N 1.0812 -0.2068 0.2845 0.0282 -0.0331 -0.2652
C 0.9995 -0.9568 1.2953 -0.1086 -0.0477 -0.0803
C 1.4340 -2.3856 1.1024 -0.0333 0.0147 -0.0332
C 2.3899 -2.6711 0.1278 -0.0124 0.0046 -0.0310
C 2.7613 -3.9795 -0.1327 -0.0253 0.0031 -0.0019
C 2.1825 -5.0275 0.5754 -0.0048 -0.0133 0.0088
C 1.2337 -4.7523 1.5496 0.0162 0.0105 -0.0013
C 0.8672 -3.4383 1.8153 -0.0034 0.0034 0.0280
C 0.4823 -0.5821 2.6490 -0.0090 0.0408 0.1163
C -0.7567 0.0400 2.7831 -0.0514 -0.0328 -0.0817
C -1.2197 0.4178 4.0355 0.0305 -0.0095 0.0275
C -0.4513 0.1787 5.1663 -0.0105 -0.0014 -0.0181
C 0.7803 -0.4510 5.0406 0.0145 -0.0069 0.0032
C 1.2380 -0.8370 3.7900 0.0325 0.0125 -0.0149
H 2.8086 -1.8398 -0.4255 -0.0062 0.0052 0.0197
H 3.4972 -4.1843 -0.9013 0.0168 -0.0114 0.0094
H 2.4673 -6.0522 0.3655 0.0014 0.0001 0.0005
H 0.7700 -5.5619 2.1018 0.0031 0.0006 -0.0033
H 0.1208 -3.2271 2.5717 0.0040 0.0069 -0.0045
H -1.3651 0.2261 1.9043 -0.0004 0.0253 0.0514
H -2.1790 0.9128 4.1185 0.0006 -0.0012 -0.0076
H -0.8074 0.4883 6.1420 0.0020 0.0015 0.0048
H 1.3922 -0.6303 5.9172 -0.0001 0.0006 0.0047
H 2.2036 -1.3181 3.6870 0.0075 0.0018 0.0067
Se 2.8437 2.2347 0.7557 -0.0680 -0.0243 -0.0075

# 4
52
Properties=species:S:1:pos:R:3:forces:R:3 method="wB97M-V/def2-TZVPD" orbital_gap_ev=7.21 largest_force_ev_per_a=2.66 e_lumo_ev=-1.767
Cl 3.0826 -0.1137 -4.5318 -0.4994 -0.3963 0.4539
B 1.9592 -1.2862 -3.6053 -0.3987 0.0973 -1.0781
Cl 0.1323 -0.8490 -3.8816 0.6587 -0.1074 0.2668
Cl 2.2572 -3.0534 -4.1324 -0.0765 0.5159 0.4609
O 2.3127 -1.1074 -2.1614 -0.2898 -0.3607 1.7553
C 1.8326 -1.6520 -1.0966 0.3001 -0.9253 -2.0663
C 2.7313 -1.7923 0.0410 0.8150 0.2383 1.0637
C 2.5234 -2.8154 0.9952 -0.2638 0.6422 -0.3633
C 3.2062 -2.8051 2.2060 0.2315 -0.2476 0.0693
C 4.1751 -1.8314 2.4616 -0.2172 0.2265 -0.5543
C 4.5414 -0.9381 1.4417 -0.0183 -0.2499 -0.2125
C 3.8635 -0.9449 0.2202 -0.5108 -0.2859 0.1061
H 0.8847 -2.2452 -1.1463 1.1925 0.2139 -0.1777
H 1.8605 -3.6323 0.7246 -0.2791 0.2007 0.3310
H 3.0088 -3.5839 2.9494 0.0582 0.3007 -0.3192
H 4.6716 -1.7820 3.4266 -0.0518 -0.0895 -0.1665
H 5.3877 -0.2591 1.5898 -0.3894 -0.2627 -0.0786
H 4.2159 -0.3468 -0.6204 -0.3365 0.1681 0.3263
Cl -1.1278 5.4139 -3.2983 -0.0459 0.4151 -0.2053
C -0.9534 3.8856 -2.5414 0.2457 -0.9298 0.4531
C 0.3377 3.4003 -2.2623 -0.3709 0.0938 -0.0316
C 0.4770 2.1591 -1.6551 -0.6706 0.2110 -0.0719
C -0.6604 1.4241 -1.2853 0.5938 -0.1353 -0.3660
P -0.2742 -0.1125 -0.3391 -1.8055 1.8261 0.6853
C -0.2429 0.6672 1.3399 0.3100 -0.4212 0.0567
C 0.0517 -0.2255 2.3848 -0.1631 0.6925 0.1252
C 0.0100 0.2057 3.7065 -0.1282 0.2138 -0.0875
C -0.3238 1.5420 3.9822 0.0268 -0.4536 -0.8983
Cl -0.3908 2.0660 5.6113 -0.0023 0.1712 0.5013
C -0.6361 2.4366 2.9563 0.0189 -0.3322 -0.2440
C -0.5991 1.9914 1.6256 0.0493 -0.1935 0.5424
C -2.0221 -0.7315 -0.2649 0.3672 -0.4497 -0.2871
C -2.4273 -1.4516 -1.4005 -0.1510 -0.0149 0.3509
C -3.7245 -1.9419 -1.4917 -0.1148 0.3359 0.3524
C -4.6340 -1.6529 -0.4616 0.9661 0.2841 0.0490
Cl -6.2457 -2.2155 -0.5859 -0.5181 -0.2054 -0.0272
C -4.2563 -0.8972 0.6545 0.3845 -0.0554 -0.4114
C -2.9371 -0.4377 0.7515 -0.2183 -0.2240 -0.1943
C -1.9430 1.9091 -1.5714 0.3462 0.3575 -0.1149
C -2.0950 3.1461 -2.2128 0.3624 -0.1400 0.1370
H 1.2159 3.9940 -2.5108 -0.2772 -0.1132 -0.0486
H 1.4639 1.7547 -1.4449 -0.0448 0.1223 -0.0807
H 0.2592 -1.2693 2.1583 0.0968 0.1506 0.0868
H 0.2018 -0.4957 4.5171 -0.0092 0.2728 -0.1185
H -0.9410 3.4621 3.1830 0.1785 -0.4111 -0.0134
H -0.9069 2.6798 0.8405 0.2245 -0.1908 0.1161
H -1.7251 -1.5793 -2.2299 -0.2608 -0.1681 0.3007
H -4.0320 -2.5161 -2.3592 -0.0736 0.0915 0.1348
H -4.9758 -0.6526 1.4321 0.0785 -0.1167 -0.2054
H -2.6584 0.1846 1.6040 -0.0215 -0.3083 -0.2364
H -2.8372 1.3625 -1.2787 0.2542 0.0506 -0.1162
H -3.0940 3.5331 -2.4341 0.4478 -0.1039 0.0502